[1]
Entry from OMol25: a single C6H10N2O molecule (wB97M-V/def2-TZVPD).

Element x y z (Å)
N 3.248 0.915 -0.164
C 1.103 0.065 0.939
H 0.249 1.718 -0.967
H -1.753 -1.598 0.629
C 0.640 -1.832 -0.488
C -1.374 0.286 -0.647
H -2.490 0.527 -0.707
H -0.289 -2.377 -0.662
H 1.001 0.381 1.894
N 0.246 -0.973 0.545
H -0.941 -0.158 -1.591
C -0.593 1.489 -0.341
C -1.125 -0.634 0.594
H 1.240 -1.420 -1.364
C 2.333 0.378 0.333
O -1.057 2.550 0.390
H -1.269 -0.035 1.478
H 1.341 -2.608 -0.181
H -0.512 3.327 0.312

Properties
* HOMO (spin up / spin down): -7.206 / -7.208 eV
* ΔE to the lowest compared entry with this formula, charge and spin: 4.4151 eV

---

[2]
Entry from OMol25: 22 unconnected molecules or ions with the total composition C2H46O23 (wB97M-V/def2-TZVPD).

Element x y z (Å)
H -1.372 1.189 1.036
H 3.391 -2.600 0.779
H 1.528 1.574 2.602
C 0.651 -0.022 -0.628
H 1.956 -2.935 -1.081
H -1.903 0.380 -1.318
H 1.674 0.980 1.163
O -1.771 -4.018 1.167
O -3.371 2.565 -0.378
H 1.951 -1.068 2.453
O -2.234 0.756 -2.139
O 1.978 1.674 1.759
O -1.032 -1.286 -3.550
H -2.849 0.038 2.952
H 0.634 -2.349 -0.666
O -4.158 0.967 2.517
H 2.250 -0.657 -2.028
H 2.658 -1.922 -2.726
O -1.665 -0.144 0.209
O -2.005 -2.532 -1.062
O 3.947 -3.056 0.148
H 4.503 1.119 0.371
H -3.195 -0.461 0.385
H 1.631 1.558 -4.806
O -1.409 2.114 1.466
H 2.232 -1.164 1.026
H 0.581 3.137 -0.678
H -0.292 -1.654 0.350
H -1.861 0.162 -2.787
H -1.977 -1.763 -0.524
H 0.008 1.978 -2.923
H -0.192 -0.895 -3.541
H -0.458 2.427 4.586
O 2.511 -1.575 1.882
H 1.710 0.453 -3.799
H -4.551 -0.460 -0.286
O 4.667 0.202 0.153
O -4.102 -0.736 0.493
H 3.722 -3.980 0.151
H -2.520 2.657 0.078
H -0.674 1.904 3.156
O 1.057 -3.116 -1.075
H 0.387 0.174 3.909
H 1.177 2.840 0.618
H -3.509 1.648 2.425
C -0.331 -0.558 0.377
O 2.700 -0.957 -2.829
O -0.378 2.720 -2.464
O 0.657 3.488 0.202
H -1.447 -3.460 1.873
H -1.613 -0.731 2.157
H -0.040 -0.133 1.355
O -2.075 -0.562 3.013
H 3.840 -0.200 0.111
H -0.675 2.564 1.040
O 2.878 2.115 -1.787
H -4.189 0.550 1.645
O 1.070 0.940 -4.249
H 2.676 1.331 -1.296
H -1.190 2.260 -2.155
H -2.742 -2.342 -1.627
H 3.175 1.930 -2.670
O 0.874 -0.605 3.713
H 0.698 1.029 -0.664
H 0.409 -0.412 -1.661
H -3.219 1.889 -1.007
O -0.136 1.810 3.926
H -1.698 -3.419 0.382
H -1.156 -1.799 -2.765
O 2.021 -0.318 -0.301
H 0.171 -1.223 3.860

Properties
* HOMO: -3.686 eV
* charge: -2
* ΔE to the lowest compared entry with this formula, charge and spin: 0.0494 eV

---

[3]
Entry from OMol25: 2 unconnected molecules or ions with the total composition C4H11N4O (wB97M-V/def2-TZVPD).

Element x y z (Å)
C 2.598 -1.100 -0.076
H -1.902 0.545 1.795
H 1.110 2.896 0.667
H 2.813 2.087 0.378
N 0.951 0.930 0.049
N -2.440 -1.622 -0.473
H -1.164 0.125 -1.765
H 3.229 -1.200 0.806
N -2.171 -0.273 1.289
C 1.491 -0.193 0.043
H 3.015 -1.398 -1.085
C 1.753 2.117 0.042
N -1.360 0.370 -0.772
H -2.631 -2.381 0.201
O 1.133 -1.470 0.046
H 1.712 2.508 -1.035
H -1.081 1.308 -0.439
H -2.356 -1.888 -1.455
H -2.721 -0.858 1.776
C -1.976 -0.502 0.009

Properties
* HOMO: -13.121 eV
* charge: +1
* ΔE to the lowest compared entry with this formula, charge and spin: 1.5412 eV

---

[4]
Entry from OMol25: a single C2H3ClFNOS molecule (wB97M-V/def2-TZVPD).

Element x y z (Å)
O -1.878 1.205 -0.355
Cl -0.124 -0.506 -2.391
H -0.086 -0.511 1.691
N 1.414 -0.334 0.416
H 0.780 -2.052 1.518
H -0.311 -1.457 0.188
F -0.477 2.799 -0.638
C -0.768 1.419 -0.723
C 0.452 -1.121 1.030
S 0.998 0.557 -0.738

Properties
* HOMO (spin up / spin down): -7.527 / -10.503 eV
* 2S+1: 3
* expectation value of S²: 2.0065
* ΔE to the lowest compared entry with this formula, charge and spin: 1.5313 eV

---

[5]
Entry from OMol25: a single C4H9NOS molecule (wB97M-V/def2-TZVPD).

Element x y z (Å)
H -3.348 -0.421 -0.280
H -1.914 -1.571 0.354
C -0.074 -0.297 0.709
H 1.024 -1.687 -0.617
N -1.438 -0.627 0.459
H 1.768 1.451 -1.591
O -2.281 1.432 -0.075
H -0.063 0.812 0.729
C -2.402 0.237 -0.042
H -0.041 -0.408 -1.452
C 0.524 -0.635 1.983
H 1.075 0.338 2.219
C 0.707 -0.602 -0.707
S 2.280 0.278 -1.143
H 0.994 -1.503 1.847
H -0.204 -0.751 2.797

Properties
* HOMO: -9.088 eV
* SMILES: C[C@@H](CS)NC=O
* ΔE to the lowest compared entry with this formula, charge and spin: 2.0253 eV

---

[6]
Entry from OMol25: 2 unconnected molecules or ions with the total composition C2H7PSi (wB97M-V/def2-TZVPD).

Element x y z (Å)
C 0.103 -0.219 -1.025
Si -0.010 0.318 1.770
P 0.618 -1.762 -1.310
H 1.020 -0.749 1.876
H 0.720 1.563 1.479
H -1.799 -0.062 -0.269
H 0.852 0.615 -2.448
C -0.790 0.391 -0.010
H -0.803 1.374 -0.318
H -0.932 0.302 2.859
H 1.020 -1.773 -2.603

Properties
* HOMO: -8.544 eV
* ΔE to the lowest compared entry with this formula, charge and spin: 3.0198 eV

---

[7]
Entry from OMol25: a molecular structure, C43H50Br3N5O19 (wB97M-V/def2-TZVPD).

Element x y z (Å)
C -1.774 -0.724 1.289
H 3.323 1.416 -4.264
C 2.574 -0.179 -0.435
H -1.558 0.497 -5.887
C 2.402 2.628 4.515
H -0.571 1.378 6.991
H -5.430 3.101 1.711
H -1.278 -2.523 9.796
C 6.954 -0.415 -0.369
C 3.042 2.901 2.165
H -4.139 2.228 3.636
H -1.856 -1.760 0.959
H -2.008 -2.544 7.504
H -4.407 -0.122 4.227
H 1.459 -4.267 1.417
H 2.928 1.591 -1.817
C -2.368 -4.754 1.777
Br 8.005 -1.155 -1.880
C 2.988 0.505 -1.878
H 5.821 1.416 -3.863
C -4.808 0.187 3.273
C -5.411 -0.638 2.363
O 6.188 -0.910 -9.077
H 4.052 0.295 -1.995
C 0.366 5.531 -5.721
O 0.989 2.474 -4.032
C 3.393 2.635 3.512
O 7.786 -0.606 -7.696
H -1.424 -1.237 -6.436
C -0.594 0.476 7.585
O -7.044 -2.290 0.762
C 1.087 2.891 4.219
C 3.448 0.756 -6.289
H 4.423 2.489 3.800
C -6.230 1.221 1.128
O -7.636 -0.549 -0.391
N -1.725 -0.671 5.601
O -0.552 3.370 -5.470
C 5.387 1.125 -4.808
H -1.943 -2.579 -0.797
C -0.240 -3.885 2.558
O -1.538 0.357 4.921
C 0.402 -4.479 1.492
H 3.722 2.739 1.343
H 3.929 -0.193 -8.198
N -3.890 -4.907 1.861
C -0.155 0.545 8.911
Br 6.316 1.438 -0.755
H -4.226 -2.435 -0.645
H 0.315 -3.334 3.303
C -1.531 -1.661 7.903
O 0.858 -1.391 1.340
N -6.977 -1.098 0.491
H 1.457 3.776 -6.153
H 0.375 3.032 5.019
H -2.184 -5.832 -0.141
C -1.648 -5.385 0.683
H -0.609 5.996 -5.868
H 0.488 1.356 9.219
N 6.602 -0.458 -8.004
C 0.755 3.014 2.860
C -1.143 1.848 -2.444
H 7.698 -0.399 0.427
C -0.994 -0.434 -5.837
H -5.445 -1.653 2.730
C -0.285 -5.158 0.486
C -2.394 -2.502 -1.787
C 1.714 2.981 1.866
H 7.279 0.556 -5.667
H -0.016 -0.190 -6.250
H 0.599 5.681 -4.667
H -4.469 -2.116 -2.351
H 0.882 6.299 -6.297
Br 5.392 -1.488 0.232
C 4.303 0.244 -7.284
H -0.271 3.236 2.606
C 3.996 1.136 -5.061
C -1.657 -3.994 2.664
C -1.831 -1.653 -3.939
C 5.718 0.181 -7.005
H -3.842 -0.899 -1.332
H 2.454 -0.069 -2.635
C -1.127 -1.617 9.228
O -2.744 -2.244 -4.481
H -0.130 -0.516 10.769
C 6.212 0.637 -5.811
H -1.573 -0.767 2.360
O 1.276 0.275 -0.183
C 0.414 4.076 -6.257
O 3.947 2.091 6.139
H 3.259 0.219 0.313
N 2.767 2.406 5.923
O -0.795 -0.043 0.585
C -5.465 2.047 1.945
O -4.490 -5.704 1.114
H -0.814 2.613 -1.742
O -1.672 -1.617 -2.586
O -1.286 2.371 -3.745
H -2.045 1.406 -2.021
H 2.538 -1.262 -0.562
O 1.962 2.576 6.821
C 0.441 -0.467 0.711
H -2.143 -3.524 3.506
O -2.318 -1.634 5.172
C -6.202 -0.179 1.358
H -2.321 -3.489 -2.245
H -0.427 1.032 -2.342
H 0.294 4.078 -7.341
H -6.830 1.551 0.293
C -3.776 -1.970 -1.522
H -2.767 -0.288 1.189
O -4.408 -4.166 2.644
C -0.148 2.707 -4.417
H 2.372 0.700 -6.361
C -1.285 -0.599 7.066
H 0.156 -5.720 -0.323
O -0.815 -0.968 -4.523
C -0.476 -0.515 9.746
C -4.692 1.543 3.011
H 1.348 2.970 0.850

Properties
* HOMO (spin up / spin down): -1.225 / -5.224 eV
* charge: -1
* 2S+1: 2
* expectation value of S²: 0.7645

---

[8]
Entry from OMol25: 3 unconnected molecules or ions with the total composition C28H32Cl2FNO12 (wB97M-V/def2-TZVPD).

Element x y z (Å)
H -3.055 1.148 3.608
C 2.534 1.153 -0.368
C 0.632 1.962 0.857
H 1.114 -3.044 -3.834
C -0.419 -0.888 -6.074
C -1.966 1.366 3.900
C 2.969 -2.181 0.710
H 0.428 0.863 -1.091
F -1.860 -0.187 2.003
C -1.084 0.869 2.635
H -1.078 -1.443 -8.081
H 1.295 -1.182 -2.062
H 1.878 -0.020 3.622
C 0.763 -0.780 0.447
C 0.419 -3.609 -5.828
O 0.438 -0.503 -3.827
C 3.563 4.520 1.680
C -0.795 2.012 1.564
H -3.567 -4.428 -0.462
H 1.074 -2.886 -0.194
H -0.028 -4.826 -7.768
C -5.381 -3.615 -1.195
H 1.486 1.322 7.217
O -0.776 0.275 -6.131
O -5.821 -4.766 -1.770
H 3.490 6.681 2.414
C 1.966 2.371 1.718
C 1.852 2.288 3.323
H 0.816 -0.881 1.585
H -3.352 -0.182 0.970
C 2.427 1.078 5.576
H 3.327 -3.259 0.588
Cl 0.944 5.181 1.183
H 3.497 0.822 3.674
N 2.952 1.457 1.048
C 2.390 0.933 3.972
H 0.795 2.512 3.714
Cl 5.023 3.542 2.105
H -6.684 -4.542 -2.170
H 2.503 3.133 3.759
H 3.275 6.482 0.526
C -0.611 -1.826 -7.184
O 3.187 1.199 -1.410
C -4.644 -1.120 -0.028
C 1.690 -1.910 -0.224
H 3.785 -1.402 0.568
O 1.389 1.695 6.308
O -7.309 -2.496 -1.923
C 0.995 0.700 -0.102
H -1.593 1.924 0.745
O 3.443 0.652 6.174
H 0.502 2.766 0.037
C -3.753 -2.316 0.066
H 2.605 -2.093 1.801
C -5.811 -1.173 -0.675
C 3.779 6.103 1.480
H 2.986 0.494 1.409
H -0.164 0.374 3.077
C -0.220 -3.098 -7.074
H -0.321 -1.061 0.173
C -6.257 -2.415 -1.312
O -4.222 0.028 0.569
O -0.389 -3.979 -8.095
H 4.908 6.260 1.315
C 0.245 -1.394 -4.839
C 2.261 3.956 1.537
H 0.072 0.343 -4.151
C 0.633 -2.665 -4.727
H -1.752 0.755 4.835
H -6.465 -0.314 -0.753
C -4.213 -3.564 -0.552
H -1.878 2.489 4.048
H -0.932 3.027 2.079
O 2.013 -1.681 -1.607
O 0.747 -4.780 -5.757
O -2.687 -2.231 0.647

Properties
* HOMO: -9.285 eV
* SMILES: C/C(Cl)=C(\Cl)[C@]1(CCC(=O)O)NC(=O)[C@@H](C[C@H](C)O)[C@H]1C[C@@H](C)F.O=C1C=C(O)C(=O)C=C1O.O=C1C=C(O)C(=O)C=C1O

---

Table of strongest force on any atom (eV Å⁻¹), in record order: 3.32 3.74 3.84 7.47 5.06 4.55 5.08 4.21